No. 1
Computed, not measured: a molecular structure, C36H34BiClN9O8S, with ωB97M-V/def2-TZVPD.

Geometry as XYZ:
```
90
Properties=species:S:1:pos:R:3:forces:R:3:mulliken_charge:R:1
Bi 0.3109 2.1124 0.8814 0.1 -0.1 -0.1 1.08
O 0.2809 5.8833 -1.4881 0.0 0.0 0.0 -0.81
C 0.1731 4.7461 -1.0296 0.0 0.0 0.0 0.29
N 0.8875 4.1575 -0.0593 0.0 -0.1 0.1 0.19
C 1.9946 4.7848 0.5572 0.1 0.0 0.0 0.12
C 2.5205 6.0197 0.1671 0.0 0.0 0.0 -0.79
C 3.6343 6.5534 0.7965 0.0 0.0 0.0 -0.67
C 4.2473 5.8603 1.8264 0.0 0.0 0.0 -0.69
C 3.7443 4.6339 2.2256 0.0 0.0 0.1 -0.58
C 2.6240 4.0798 1.6088 0.0 0.0 0.0 0.16
N 2.1740 2.7817 1.9280 -0.1 0.0 0.1 0.20
C 2.4891 2.1852 3.1164 0.0 0.0 -0.1 0.00
O 2.8101 2.7403 4.1563 0.1 0.0 0.0 -0.66
C 2.4679 0.6683 3.0899 0.0 0.0 0.1 0.84
C 1.9234 -0.0271 4.1650 -0.1 0.0 0.0 -0.76
C 1.9740 -1.4070 4.1458 0.0 0.0 0.0 -0.14
C 2.5987 -2.0371 3.0768 0.0 0.0 0.1 -0.68
C 3.1269 -1.2548 2.0640 0.0 0.1 0.0 -0.37
N 3.0559 0.0744 2.0556 0.1 0.0 0.0 -0.28
C -0.9239 3.8873 -1.6430 0.0 0.0 -0.1 0.29
C -1.7178 4.4365 -2.6414 0.0 0.0 0.0 -0.62
C -2.7210 3.6622 -3.1931 0.0 0.0 0.0 -0.35
C -2.9170 2.3697 -2.7295 0.0 0.0 0.0 -0.78
C -2.0863 1.8978 -1.7289 0.0 0.0 0.1 -0.38
N -1.1066 2.6415 -1.2156 0.0 0.0 0.1 0.18
H 2.0401 6.5548 -0.6337 0.0 0.0 0.0 0.50
H 4.0164 7.5144 0.4743 0.0 0.0 0.0 0.38
H 5.1189 6.2670 2.3250 0.0 0.0 0.0 0.38
H 4.2166 4.0941 3.0323 0.0 0.0 0.0 0.43
H 1.4484 0.5219 4.9649 0.0 0.0 0.0 0.44
H 1.5246 -1.9845 4.9442 0.0 0.0 0.0 0.42
H 2.6694 -3.1160 3.0230 0.0 0.0 0.0 0.41
H 3.6061 -1.7108 1.2042 0.0 0.0 0.0 0.43
H -1.5228 5.4536 -2.9475 0.0 0.0 0.0 0.50
H -3.3556 4.0653 -3.9727 0.0 0.0 0.0 0.40
H -3.7071 1.7430 -3.1201 0.0 0.0 0.0 0.48
H -2.2228 0.9129 -1.2971 0.0 -0.1 0.0 0.35
O 3.2456 2.0641 -2.7133 -0.3 0.1 0.3 -0.72
C 3.3223 0.7359 -2.9010 0.0 -0.3 0.0 0.59
C 4.1408 0.3046 -3.9490 0.0 0.0 0.0 -0.69
C 4.3062 -1.0393 -4.2132 0.0 0.0 0.0 -0.24
C 3.6613 -1.9924 -3.4287 0.0 0.0 0.0 -1.09
C 2.8479 -1.5701 -2.3958 0.0 -0.2 0.1 -0.67
C 2.6460 -0.2191 -2.1165 0.1 0.2 -0.1 -0.19
C 1.7426 0.1485 -0.9990 0.0 -0.1 0.1 1.36
O 1.5801 1.4344 -0.7609 0.0 0.2 0.0 -0.70
N 1.1738 -0.7976 -0.3339 0.1 0.2 -0.1 -0.11
N 0.4067 -0.3054 0.7128 -0.3 0.0 0.0 0.89
C -0.1619 -1.2595 1.4079 -0.2 0.0 0.2 -1.32
C -0.9629 -1.1565 2.5453 0.4 -0.4 -0.1 0.61
C -1.4520 -2.3543 3.0983 -0.1 0.0 -0.1 -0.24
C -2.2942 -2.6437 4.1436 0.1 0.0 0.0 -0.93
C -3.0372 -1.7428 4.9920 -0.1 -0.3 0.0 -0.78
C -3.3071 -0.3379 4.8282 0.2 0.1 0.2 0.69
N -1.1189 0.1320 3.1444 -0.2 -0.1 -0.2 -0.10
H 2.6459 2.2175 -1.9498 0.1 0.0 -0.1 0.32
H 4.6421 1.0621 -4.5374 0.0 0.0 0.0 0.44
H 4.9488 -1.3485 -5.0288 0.0 0.0 0.0 0.37
H 3.7991 -3.0484 -3.6191 0.0 0.0 0.0 0.42
H 2.3538 -2.2890 -1.7455 0.1 0.1 -0.2 0.40
H 0.0323 -2.2675 1.0617 0.0 -0.2 -0.1 0.17
H -1.1006 -3.2291 2.5552 0.0 0.0 0.1 0.35
H -2.4559 -3.6889 4.3752 0.0 0.0 0.0 0.31
H -3.7267 -2.2145 5.6857 0.0 0.0 -0.1 0.51
H -4.2554 1.2540 5.2150 0.0 0.0 0.0 0.38
O -4.4574 0.3086 5.1263 0.0 0.0 0.0 -0.50
Cl -2.5877 0.5010 3.2886 0.2 0.5 -0.1 1.21
O -2.3371 -0.5600 5.7436 -0.2 0.3 -0.2 -0.48
O -3.4596 0.1589 2.1959 0.1 0.1 0.4 -0.57
O -2.6438 1.8885 3.6869 -0.2 0.0 0.0 -0.74
C -0.3278 -4.0455 -2.7769 -0.2 0.1 0.1 -0.63
C -1.2484 -3.0830 -3.5207 -0.3 0.0 0.0 -0.80
N -2.0881 -2.2220 -2.6763 0.0 -0.3 0.6 -0.01
C -3.1107 -2.5357 -1.8126 -0.2 0.1 -0.6 0.32
S -3.5311 -1.4594 -0.5857 0.2 -0.2 -0.1 -0.41
N -3.8975 -3.6361 -1.9826 0.4 0.0 0.2 -0.10
C -3.8543 -4.8031 -2.8559 -0.2 0.3 -0.1 0.01
C -4.6926 -5.9118 -2.2405 0.0 0.0 0.0 -1.51
H 0.2763 -4.6235 -3.4774 0.0 0.0 -0.1 0.38
H -0.8839 -4.7397 -2.1461 0.0 0.0 0.0 0.31
H 0.3463 -3.4822 -2.1392 0.1 0.1 0.2 -0.03
H -1.8802 -3.6003 -4.2390 -0.1 -0.1 0.0 0.36
H -0.6346 -2.3992 -4.1072 0.0 0.0 0.0 0.45
H -1.5904 -1.4150 -2.3213 -0.1 -0.1 0.0 0.03
H -4.6096 -3.6643 -1.2700 0.0 0.1 0.0 0.24
H -2.8422 -5.1592 -2.9863 0.3 0.0 0.0 0.15
H -4.2477 -4.5521 -3.8470 0.0 0.0 0.0 0.21
H -4.2903 -6.2032 -1.2696 0.0 0.0 0.0 0.36
H -4.7006 -6.7877 -2.8891 0.0 0.0 0.0 0.40
H -5.7259 -5.5885 -2.1008 0.0 0.0 0.0 0.37
```
Forces are in eV/Å.

Properties
- 2S+1: 1
- Molar mass: 997.22 g mol⁻¹
- Energy relative to the best compared isomer or geometry (same formula, charge and spin): 115.40 kcal/mol
- Net charge: -1
- Max |F|: 0.66 eV Å⁻¹
- Frontier orbital gap: 6.09 eV

***

No. 2
Computed, not measured: a molecular structure, C36H34BrF15GeIrN7O3S, with ωB97M-V/def2-TZVPD.

Geometry as XYZ:
```
99
Properties=species:S:1:pos:R:3:forces:R:3:mulliken_charge:R:1
Ir -0.2576 -0.9655 -0.6791 0.9 0.1 0.2 1.76
C -3.0150 -2.5312 3.7310 0.0 0.0 0.0 -1.17
N -2.7789 -1.8375 2.4654 0.0 0.0 -0.1 -0.12
C -1.6832 -1.9358 1.7368 0.1 -0.1 0.0 -0.12
N -0.6025 -2.5798 2.1536 0.0 0.0 0.1 0.03
O -1.7326 -1.3846 0.5597 -0.3 0.1 -0.2 -0.31
H -4.0872 -2.6163 3.8816 0.0 0.0 0.0 0.36
H -2.5791 -1.9873 4.5692 0.0 0.0 0.0 0.36
H -2.6078 -3.5408 3.6890 0.0 0.0 0.0 0.42
H -3.4979 -1.2295 2.0991 0.0 0.0 0.0 0.31
H -0.5442 -2.9591 3.0847 0.0 0.0 0.0 0.25
H 0.1365 -2.7655 1.4846 0.0 0.0 0.0 -0.03
C -0.2571 -0.3449 -4.6472 -0.1 -0.1 0.0 -1.06
N -1.6033 -0.7387 -4.2409 -0.1 0.1 0.1 0.40
C -2.6866 0.0153 -4.8785 0.0 0.0 0.0 -1.26
C -1.7943 -1.6265 -3.2578 0.4 -0.1 0.2 0.05
O -0.8120 -1.8669 -2.4197 -0.7 -0.2 -0.4 -0.91
N -2.9180 -2.3238 -3.1479 -0.1 0.0 -0.1 0.30
C -3.7825 -2.6376 -4.2972 0.1 0.0 0.0 -1.21
C -3.2002 -3.1209 -1.9562 0.0 0.0 0.0 -0.73
H -0.2358 -0.2591 -5.7326 0.0 0.0 0.0 0.47
H 0.4612 -1.1019 -4.3545 0.0 0.0 0.0 0.36
H 0.0144 0.6224 -4.2202 0.0 0.0 0.0 0.25
H -2.3661 1.0553 -4.9457 0.0 0.0 0.0 0.41
H -3.5860 -0.0281 -4.2706 0.0 0.0 0.0 0.41
H -2.9031 -0.3439 -5.8832 0.0 0.0 0.0 0.36
H -3.2542 -2.4578 -5.2273 0.0 0.0 0.0 0.41
H -4.7097 -2.0679 -4.2726 0.0 0.0 0.0 0.37
H -4.0205 -3.6985 -4.2451 0.0 0.0 0.0 0.41
H -2.6372 -2.7591 -1.1043 0.0 0.0 0.0 -0.01
H -2.9481 -4.1671 -2.1326 0.0 0.0 0.0 0.42
H -4.2650 -3.0467 -1.7377 0.0 0.0 0.0 0.40
C 2.2471 -0.8695 -1.9093 0.5 0.2 0.4 -1.13
N 2.8315 -1.9760 -1.1808 0.0 0.1 0.0 0.48
C 4.3032 -2.0778 -1.2076 0.0 0.1 0.0 -0.62
C 4.7005 -3.5356 -1.2603 0.0 0.0 0.0 -0.79
C 4.0928 -4.2466 -0.0729 -0.1 0.0 0.0 -0.67
N 2.6581 -3.9233 0.0667 0.1 -0.1 -0.1 0.14
C 1.8771 -4.9633 0.7337 -0.1 0.0 0.0 -1.06
C 2.0953 -2.8539 -0.4820 -0.1 -0.1 0.0 0.72
O 0.8151 -2.6999 -0.3375 -0.1 0.1 0.1 -0.82
H 2.7343 -0.7887 -2.8826 -0.2 0.0 -0.1 0.81
H 2.3717 0.0878 -1.3942 0.1 0.0 -0.1 0.42
H 1.1942 -1.0734 -2.1537 -0.3 0.0 -0.3 0.05
H 4.7114 -1.5818 -0.3233 0.0 0.0 0.0 0.24
H 4.6518 -1.5377 -2.0852 0.0 0.0 0.0 0.50
H 5.7844 -3.6335 -1.2351 0.0 0.0 0.0 0.38
H 4.3475 -3.9838 -2.1909 0.0 0.0 0.0 0.31
H 4.5950 -3.9806 0.8592 0.0 0.0 0.0 0.34
H 4.1634 -5.3266 -0.1924 0.0 0.0 0.0 0.40
H 1.9464 -5.8874 0.1595 0.0 0.0 0.0 0.42
H 0.8279 -4.6972 0.7971 0.0 0.0 0.0 0.34
H 2.2845 -5.1424 1.7284 0.0 0.0 0.0 0.34
Br -5.3556 1.4615 -1.5403 0.0 0.0 0.0 -0.02
C -3.4946 1.6390 -1.6197 0.0 0.0 0.0 -0.54
C -2.8907 2.7691 -2.1558 0.0 0.0 0.0 -0.63
C -1.5068 2.8044 -2.2244 0.0 0.0 0.0 -1.13
C -0.7742 1.7391 -1.7408 0.0 0.0 -0.1 -0.73
N -1.3668 0.6637 -1.2032 -0.1 0.1 -0.1 1.53
C -2.7051 0.6060 -1.1526 -0.1 0.0 0.0 -0.36
H -3.4909 3.5932 -2.5194 0.0 0.0 0.0 0.62
H -0.9897 3.6544 -2.6500 0.0 0.0 0.0 0.71
H 0.3063 1.7147 -1.7956 0.0 0.1 0.0 0.73
H -3.1473 -0.2816 -0.7230 0.0 0.1 0.0 0.62
F -1.5064 4.2239 1.9757 0.0 0.0 0.0 -0.31
C -0.6653 4.4398 0.9652 0.0 -0.1 0.0 0.08
C 0.3450 3.5293 0.6961 0.0 0.0 -0.1 0.74
C 1.2045 3.8211 -0.3524 0.0 -0.1 0.0 0.09
F 2.1685 2.9239 -0.6566 0.0 0.1 0.0 -0.46
C 1.0889 4.9619 -1.1184 0.0 0.0 0.0 0.13
F 1.9221 5.2029 -2.1183 0.0 0.0 0.0 -0.30
C 0.0603 5.8552 -0.8257 0.0 0.0 0.0 0.68
F -0.0812 6.9438 -1.5467 0.0 0.0 0.0 -0.28
C -0.8261 5.5913 0.2112 0.0 0.0 0.0 0.33
F -1.8056 6.4353 0.4742 0.0 0.0 0.0 -0.29
Ge 0.8259 2.0769 1.8685 -0.1 -0.2 0.0 0.25
S 1.0238 -0.0505 0.8937 0.0 0.2 0.3 -0.44
C 2.6364 2.3837 2.4610 0.1 0.0 0.1 0.12
C 2.7543 3.4719 3.3133 0.0 0.0 0.0 0.21
F 1.6271 4.1308 3.6336 0.0 0.0 0.0 -0.37
C 3.9608 3.8961 3.8327 -0.1 0.0 0.0 0.09
F 4.0268 4.9332 4.6434 0.0 0.0 0.0 -0.25
C 5.1111 3.2008 3.4798 0.1 0.0 0.0 0.66
F 6.2766 3.5746 3.9543 0.0 0.0 0.0 -0.25
C 5.0341 2.1185 2.6113 0.1 0.0 0.0 -0.13
F 6.1345 1.4734 2.2534 0.0 0.0 0.0 -0.27
C 3.8064 1.7291 2.1120 0.0 0.1 0.0 -0.19
F 3.7884 0.7018 1.2417 0.0 0.0 0.0 0.11
C -0.4711 1.6397 3.2426 0.1 0.1 0.1 0.11
C -0.1698 1.5781 4.5983 0.1 0.0 0.0 0.67
F 1.0764 1.7846 5.0138 -0.1 0.0 0.0 -0.29
C -1.1320 1.2891 5.5549 0.0 0.0 0.0 0.23
F -0.8132 1.2266 6.8325 0.0 0.0 -0.1 -0.26
C -2.4364 1.0419 5.1496 0.0 0.0 0.0 0.58
F -3.3575 0.7226 6.0336 0.0 0.0 0.0 -0.30
C -2.7634 1.0912 3.8008 -0.1 -0.1 0.0 -0.17
F -3.9996 0.7937 3.3938 0.0 0.0 0.0 -0.39
C -1.7838 1.3943 2.8831 0.0 0.0 0.0 -0.17
F -2.1244 1.4268 1.5784 0.0 0.0 -0.1 -0.13
```
Forces are in eV/Å.

Properties
- 2S+1: 2
- Molar mass: 1274.48 g mol⁻¹
- Energy relative to the best compared isomer or geometry (same formula, charge and spin): 4.45 kcal/mol
- Net charge: +3
- Max |F|: 0.96 eV Å⁻¹
- Frontier orbital gap (alpha / beta): 6.48 / 5.12 eV